1.
The following is a DFT calculation (ωB97M-V/def2-TZVPD) of C3H7NO2S in the gas phase at a distorted geometry.

Kohn-Sham gap: 8.9 eV
Total energy: -721.87422 Ha
LUMO: 0.6 eV
HOMO level: -8.363 eV
Structure (SMILES): CO/C(CO)=N/S

Last column: natural (NBO) charge in e.
Geometry (Å):
C  2.62498  -0.60637  -0.06591  -0.256
O  1.76322  0.53433  -0.07225  -0.495
C  0.44790  0.27117  0.04003  0.515
C  -0.23914  1.61660  0.32571  -0.134
O  -1.52101  1.82293  -0.20972  -0.702
N  0.06521  -0.93884  -0.02782  -0.673
S  -1.52328  -1.41773  0.04299  0.186
H  2.67662  -1.14077  0.86674  0.186
H  2.26775  -1.29747  -0.75434  0.198
H  3.60639  -0.27192  -0.33359  0.191
H  0.48901  2.32249  0.03987  0.195
H  -0.33980  1.71265  1.42739  0.206
H  -1.50348  1.61301  -1.20320  0.475
H  -2.22069  -0.22892  -0.07918  0.109

2.
The following is a DFT calculation (ωB97M-V/def2-TZVPD) of C3H7ClN2O in the gas phase at a distorted geometry.

Kohn-Sham gap: 9.9 eV
Total energy: -763.34380 Ha
LUMO: 0.3 eV
HOMO level: -9.545 eV
Structure (SMILES): CN(C)N(Cl)C=O

Last column: natural (NBO) charge in e.
Geometry (Å):
C  -0.29439  -0.77903  -0.76534  -0.418
N  0.38372  -0.22193  0.41909  -0.256
C  -0.36259  0.83870  0.94111  -0.430
N  1.76639  -0.01790  0.06551  -0.309
Cl  2.32392  1.36894  -0.87537  0.113
C  2.60526  -1.01774  0.46697  0.503
O  3.81767  -1.09030  0.26916  -0.578
H  0.12293  -1.79114  -1.04968  0.209
H  -1.42339  -0.84847  -0.47375  0.209
H  -0.07442  -0.11490  -1.53760  0.193
H  0.38038  1.50691  1.51454  0.223
H  -0.89615  1.59436  0.22325  0.185
H  -1.01426  0.38610  1.60635  0.214
H  2.08184  -1.65395  1.05875  0.143

3.
The following is a DFT calculation (ωB97M-V/def2-TZVPD) of a molecular structure, C31H47GaNO4P2 at a distorted geometry.

Kohn-Sham gap (spin up / spin down): 5.7 / 5.6 eV
Total charge: +1
Total energy: -4172.17055 Ha
LUMO (spin up / spin down): -3.6 / -3.6 eV
HOMO level (spin up / spin down): -9.343 / -9.241 eV

Last column: Löwdin charge in e.
Geometry (Å):
Ga  -2.04108  -0.65239  -2.24030  0.640
C  0.70858  2.97009  2.55249  -0.182
C  -0.59242  2.40304  2.62897  -0.215
C  0.87049  0.96102  3.65627  -0.211
C  1.61689  2.06805  3.16961  -0.220
C  -0.49136  1.15764  3.30484  -0.163
C  1.06855  4.27340  1.95635  -0.021
H  0.19574  4.93632  1.91736  0.087
H  1.45845  4.16809  0.93207  0.068
H  1.84699  4.76631  2.55321  0.086
C  3.07770  2.23748  3.28778  -0.035
H  3.35550  3.29184  3.17795  0.074
H  3.61971  1.66578  2.51717  0.077
H  3.43246  1.88554  4.26572  0.086
C  1.42402  -0.18623  4.40195  -0.025
H  2.21584  0.14443  5.08747  0.089
H  1.86518  -0.93736  3.73013  0.059
H  0.64082  -0.67572  4.99130  0.081
C  -1.59339  0.21832  3.59703  -0.014
H  -1.46350  -0.23197  4.58942  0.086
H  -1.63396  -0.60467  2.86464  0.088
H  -2.55914  0.73520  3.57482  0.080
C  -1.84309  3.03399  2.15492  -0.061
H  -2.22918  3.76544  2.88418  0.093
H  -2.62711  2.28258  1.99749  0.072
H  -1.68941  3.57145  1.20964  0.060
C  -1.13398  0.18588  -3.70013  -0.289
C  -0.35598  1.46043  -3.34136  -0.329
C  -1.20492  2.54263  -2.64586  -0.182
C  -2.05253  2.18670  -1.41556  -0.172
C  -2.84234  0.89135  -1.41421  -0.225
C  -3.65124  0.40167  -2.50880  -0.216
C  -3.60308  1.00030  -3.90577  -0.178
C  -2.30320  0.60793  -4.65999  -0.180
H  -1.87993  2.98444  -3.39840  0.115
H  -2.74989  3.02997  -1.24919  0.136
H  -0.54975  3.37659  -2.34418  0.097
H  -2.00788  1.43566  -5.32064  0.113
H  -0.48534  -0.53400  -4.21638  0.101
H  -0.16901  1.90388  -4.34464  0.089
H  -2.54082  -0.24569  -5.30966  0.118
H  -4.46479  0.61874  -4.47677  0.119
H  -4.61075  -0.05241  -2.24038  0.123
H  -3.73121  2.09523  -3.88444  0.113
H  -1.40185  2.16950  -0.52893  0.081
H  -3.21289  0.65432  -0.40646  0.130
P  1.54225  1.67682  -2.96257  0.997
P  -1.97670  -4.06038  1.42125  0.838
C  -1.47016  -2.21328  -0.95600  -0.275
C  -2.42361  -3.20112  -0.27386  -0.453
H  -0.88260  -1.68069  -0.19487  0.023
H  -0.77672  -2.74950  -1.62460  0.032
H  -3.37432  -2.69952  -0.02923  0.052
H  -2.62971  -4.03413  -0.96438  0.072
C  -0.90687  -5.45543  0.86951  -0.332
H  -0.34492  -5.79116  1.75372  0.028
H  -0.19374  -5.11623  0.10666  0.024
H  -1.50355  -6.29347  0.49228  0.033
C  -3.56938  -4.94505  1.65183  -0.322
H  -4.31611  -4.60520  0.92482  0.033
H  -3.91245  -4.70021  2.66485  0.023
H  -3.43171  -6.02632  1.58152  0.032
C  2.53515  1.57199  -4.43491  -0.122
H  3.24804  2.40819  -4.44938  0.077
H  1.89645  1.63463  -5.32803  0.077
H  3.09808  0.62731  -4.45794  0.084
C  1.93206  2.97801  -1.80887  -0.141
H  1.31784  2.91851  -0.89734  0.055
H  1.78300  3.96300  -2.27633  0.086
H  2.98872  2.89539  -1.51116  0.091
O  1.89081  0.27439  -2.18653  -0.140
C  1.39516  -0.04994  -0.94614  -0.412
O  0.38450  0.48373  -0.48875  0.112
C  2.20014  -1.05754  -0.25024  -0.122
C  2.62060  -2.24209  -0.89053  0.015
C  3.36560  -3.16546  -0.16650  0.037
C  3.75068  -2.86708  1.15525  -0.128
C  3.36062  -1.66221  1.77032  0.032
C  2.54146  -0.78153  1.08371  0.024
N  4.53428  -3.79174  1.90551  -0.307
O  4.88526  -4.86556  1.37177  0.080
O  4.84820  -3.47860  3.08201  0.072
H  2.35489  -2.41559  -1.93113  0.127
H  3.67152  -4.11779  -0.59192  0.128
H  3.71215  -1.45555  2.77808  0.120
H  2.17322  0.12962  1.55739  0.103

4.
The following is a DFT calculation (ωB97M-V/def2-TZVPD) of a molecular structure, C42H31ClFHgN3O4PS2.

Kohn-Sham gap (spin up / spin down): 2.9 / 5.4 eV
Total charge: -2
Total energy: -3935.68395 Ha
LUMO (spin up / spin down): 3.4 / 3.4 eV
2S+1: 2
HOMO level (spin up / spin down): 0.502 / -2.048 eV

Last column: Löwdin spin population.
Geometry (Å):
Hg  1.11985  -0.61014  0.22217  0.004
Cl  -0.49349  -4.54482  5.99676  -0.008
C  0.22700  -3.41097  4.84344  0.004
C  0.58018  -2.14431  5.27624  0.141
C  1.16399  -1.27860  4.33922  0.030
C  1.41728  -1.62840  3.01407  0.065
O  2.00108  -0.75170  2.22489  0.044
C  1.01319  -2.95704  2.56951  0.030
C  1.08361  -3.44378  1.25070  0.257
N  1.67546  -2.84383  0.18209  0.159
C  1.43479  -3.33485  -1.08432  0.021
C  2.49391  -3.50458  -1.95778  0.036
C  2.30094  -3.88383  -3.29767  0.003
C  1.05072  -4.10734  -3.80236  0.034
C  -0.07423  -3.93368  -2.95986  0.001
C  -1.39793  -4.07709  -3.42631  0.007
C  -2.44752  -3.84304  -2.58648  -0.001
C  -2.16572  -3.46917  -1.25743  0.009
N  -0.95633  -3.34241  -0.77984  0.003
C  0.10074  -3.56311  -1.60137  0.007
C  0.42691  -3.81544  3.54376  0.119
H  0.40240  -1.83718  6.29827  0.012
H  1.44024  -0.27198  4.63298  -0.002
H  0.62104  -4.41800  1.08763  0.011
H  3.48821  -3.28714  -1.59114  0.003
H  3.16737  -3.97984  -3.94217  -0.001
H  0.89944  -4.37684  -4.84161  0.002
H  -1.56306  -4.35241  -4.46300  0.000
H  -3.47311  -3.92193  -2.92518  0.000
H  -2.97961  -3.26044  -0.56624  0.001
H  0.12321  -4.81115  3.24166  0.006
C  -6.68504  0.66777  -0.41197  0.000
C  -5.81073  1.76991  0.18252  0.000
C  -6.45067  2.45876  1.38058  0.000
C  -6.61113  1.48734  2.54340  0.000
C  -5.30891  0.78003  2.82535  0.000
C  -5.05802  0.22083  4.05955  0.000
C  -3.84325  -0.40538  4.31452  0.000
F  -3.65588  -0.93032  5.54366  0.001
C  -2.85383  -0.48530  3.37404  0.000
C  -3.09196  0.07356  2.11546  0.000
C  -2.00960  -0.00980  1.09446  0.000
O  -0.95170  -0.53185  1.42376  0.001
C  -2.32587  0.53360  -0.20969  0.000
C  -3.54268  1.10793  -0.37523  0.000
N  -4.50606  1.23318  0.57053  0.000
C  -4.30990  0.69640  1.83671  0.000
C  -1.43939  0.52384  -1.46913  0.000
O  -1.99017  0.93253  -2.49582  0.000
O  -0.24159  0.11659  -1.39707  0.000
H  -7.67781  1.05320  -0.65476  0.000
H  -6.79284  -0.16185  0.28827  0.000
H  -6.23017  0.27676  -1.32227  0.000
H  -5.61594  2.51777  -0.58798  0.000
H  -7.41487  2.87434  1.08219  0.000
H  -5.80901  3.28826  1.68826  0.000
H  -7.39744  0.76025  2.31896  0.000
H  -6.92966  2.02491  3.43854  0.000
H  -5.80371  0.27196  4.84438  0.000
H  -1.89629  -0.95474  3.57704  0.000
H  -3.77907  1.50280  -1.35651  0.000
S  6.29579  0.00220  -2.40352  0.000
P  4.76053  1.14415  -1.90144  0.000
S  2.97401  0.36501  -1.52631  0.000
C  4.52222  2.41261  -3.22292  0.000
C  5.61853  3.17536  -3.62556  0.000
C  5.48847  4.12362  -4.62677  0.000
C  4.25778  4.31262  -5.24857  0.000
C  3.16678  3.55366  -4.85609  0.000
C  3.29611  2.60782  -3.84288  0.000
C  5.21823  2.24141  -0.49856  0.000
C  4.29841  3.18911  -0.05286  0.000
C  4.60129  4.01107  1.01974  0.000
C  5.82686  3.88802  1.66608  0.000
C  6.74415  2.94605  1.22759  0.000
C  6.44150  2.12617  0.14507  0.000
H  6.57889  3.00545  -3.15241  0.000
H  6.34716  4.71170  -4.93012  0.000
H  4.15444  5.04966  -6.03699  0.000
H  2.20521  3.69450  -5.33528  0.000
H  2.44809  2.01363  -3.52243  0.000
H  3.33467  3.26009  -0.54391  0.000
H  3.87616  4.73823  1.36527  0.000
H  6.05610  4.51585  2.51936  0.000
H  7.69705  2.84088  1.73329  0.000
H  7.14418  1.38289  -0.21212  0.000

5.
The following is a DFT calculation (ωB97M-V/def2-TZVPD) of 2 unconnected molecules or ions with the total composition C18H23Cl2F3NO7PS.

Kohn-Sham gap: 7.8 eV
Total energy: -3240.74840 Ha
LUMO: -1.9 eV
HOMO level: -9.632 eV
Structure (SMILES): [H]/N=C\CC1=C(P(=O)(O)O)C(=O)C([C@H](Cl)[C@@H](C)Cl)=C(CCC(F)(F)F)C1=O.O=S1(=O)CCCC1

Last column: natural (NBO) charge in e.
Geometry (Å):
H  -3.41889  -1.85595  1.70105  0.338
N  -3.47581  -1.22614  2.50463  -0.585
C  -2.89104  -0.13350  2.25344  0.164
C  -2.19186  0.20867  0.94236  -0.555
C  -0.94606  1.01003  1.16246  0.064
C  -0.84756  2.29862  1.54586  -0.529
P  -2.25651  3.38211  1.76192  2.350
O  -3.54970  2.81159  1.37313  -1.072
O  -2.17326  3.85451  3.28526  -0.975
O  -1.81052  4.65426  0.88298  -0.980
C  0.50234  2.89337  1.78597  0.533
O  0.64055  3.90343  2.44981  -0.521
C  1.69537  2.24583  1.14912  -0.067
C  2.90723  3.14169  1.04052  -0.252
Cl  3.28758  3.39630  -0.68978  -0.025
C  4.11811  2.75924  1.94437  -0.194
C  3.75989  1.80808  3.07544  -0.627
Cl  5.53556  2.11401  1.06619  -0.046
C  1.60606  0.97086  0.73469  -0.027
C  2.71098  0.17408  0.09027  -0.460
C  2.26881  -0.48500  -1.23411  -0.490
C  2.42391  -1.99591  -1.31497  0.984
F  3.51378  -2.34532  -2.01837  -0.331
F  2.53726  -2.60980  -0.13868  -0.317
F  1.37561  -2.55580  -1.94885  -0.341
C  0.33079  0.23585  0.96676  0.564
O  0.32156  -0.98075  0.97614  -0.501
H  -2.87605  0.64997  3.01743  0.164
H  -2.89483  0.73643  0.29253  0.284
H  -1.90862  -0.72733  0.46671  0.265
H  -2.07305  4.81307  3.36824  0.516
H  -2.56438  5.26409  0.82526  0.510
H  2.60372  4.12861  1.38367  0.266
H  4.47612  3.68779  2.39048  0.226
H  4.56024  1.82619  3.81819  0.233
H  3.65395  0.77740  2.73360  0.219
H  2.83928  2.12417  3.57309  0.224
H  3.04482  -0.58233  0.80431  0.256
H  3.55543  0.82727  -0.11393  0.250
H  2.87788  -0.08094  -2.04587  0.246
H  1.23319  -0.25585  -1.48522  0.235
O  -2.97670  -1.88126  -1.20954  -0.969
S  -3.23311  -3.06678  -1.99509  2.173
O  -4.44397  -3.81877  -1.80121  -0.933
C  -3.02584  -2.65246  -3.72364  -0.672
C  -1.54245  -2.89494  -3.98758  -0.407
C  -1.19683  -4.21214  -3.27956  -0.403
C  -1.79695  -4.14309  -1.87052  -0.676
H  -3.34690  -1.62499  -3.87717  0.255
H  -3.65613  -3.33281  -4.29541  0.241
H  -1.33286  -2.94070  -5.05510  0.226
H  -0.95130  -2.08033  -3.56362  0.216
H  -1.63560  -5.04776  -3.82829  0.209
H  -0.12153  -4.37478  -3.23397  0.234
H  -2.12898  -5.10806  -1.49660  0.254
H  -1.11271  -3.68407  -1.15883  0.255

- Number 2 is which compound?
  C3H7ClN2O

- The highest total energy belongs to which entry?
  C3H7NO2S

- Which value of total energy does entry 5 give?
  -3240.74840 Ha